Entry 1:
C28H31IIrN6O8S3 | ωB97M-V/def2-TZVPD

Results
LUMO level (spin up / spin down): -0.587 / -3.117 eV
multiplicity: 2
E: -98303.5915 eV
Kohn-Sham gap (spin up / spin down): 7.0606 / 4.5306 eV
<S²>: 0.757

XYZ file:
```
78
Properties=species:S:1:pos:R:3:forces:R:3:mulliken_charge:R:1
Ir -0.012 0.406 1.205 0.72 -0.93 1.05 3.60
N 1.190 2.305 1.641 -1.29 -0.03 -0.73 -0.57
C 1.895 2.146 2.913 0.28 0.11 0.19 -0.63
C 2.089 0.675 3.218 0.12 -0.33 0.01 0.44
O 3.149 0.246 3.649 -0.13 0.11 0.32 -0.70
N 0.940 0.009 3.013 -0.45 0.31 -0.66 -0.30
C 0.778 -1.350 3.469 -0.11 -0.44 -0.91 -0.64
C 0.683 -2.288 2.268 0.51 0.35 1.25 0.41
O 1.056 -3.436 2.381 -0.44 0.10 -0.94 -0.70
O 0.130 -1.721 1.219 -0.90 0.39 -1.23 -1.00
H 1.831 2.175 0.864 -0.02 0.16 -0.06 0.20
H 0.772 3.226 1.573 0.03 0.04 -0.11 0.24
H 1.276 2.562 3.706 0.01 0.04 0.04 0.39
H 2.863 2.645 2.926 -0.02 0.10 -0.15 0.35
H -0.204 -1.485 3.937 0.15 0.26 0.39 0.21
H 1.573 -1.701 4.116 0.05 0.20 0.15 0.45
C -2.524 -3.829 -4.657 -0.13 0.04 0.00 -0.91
O -1.799 -3.619 -3.430 0.07 -0.01 -0.04 -0.26
C -2.399 -2.966 -2.457 0.13 -0.14 -0.48 0.35
S -3.943 -2.380 -2.479 -0.02 0.06 0.24 -0.11
S -1.571 -2.647 -1.034 -0.21 -0.09 0.21 -0.02
H -1.863 -4.416 -5.285 0.03 0.00 0.01 0.24
H -2.759 -2.873 -5.123 0.06 0.02 0.00 0.38
H -3.452 -4.366 -4.474 0.04 -0.06 0.08 0.43
I -3.804 3.749 4.216 -0.15 0.03 -0.20 0.17
C -3.385 1.904 3.377 -0.07 -0.06 0.15 -0.49
C -4.223 0.808 3.530 0.00 -0.01 -0.12 0.05
C -3.787 -0.431 3.073 -0.06 0.15 0.09 -1.08
C -2.554 -0.537 2.459 -0.13 -0.07 0.01 -0.16
N -1.786 0.541 2.272 1.15 -0.11 -0.34 0.20
C -2.185 1.732 2.722 0.12 0.04 0.06 -0.11
H -5.193 0.932 3.992 0.02 -0.07 0.01 0.43
H -4.390 -1.317 3.209 -0.02 0.03 -0.06 0.46
H -2.163 -1.482 2.105 0.02 0.06 -0.06 0.46
H -1.512 2.562 2.565 0.01 -0.02 -0.03 0.26
C 4.505 -1.189 -3.614 -0.02 0.07 -0.11 -1.10
N 3.308 -1.212 -2.780 0.11 -0.21 -0.01 0.02
N 3.269 -0.534 -1.581 0.03 0.31 0.18 0.35
C 1.958 -0.225 -1.284 0.09 -0.13 -0.31 0.62
O 1.661 0.467 -0.271 -0.20 -0.22 0.93 -0.86
C 1.183 -0.751 -2.347 -0.14 0.02 0.21 -0.39
C 2.047 -1.308 -3.248 -0.10 -0.04 0.05 -0.20
C 1.748 -1.880 -4.588 0.10 0.03 0.00 -1.66
C 4.328 -0.650 -0.627 0.08 -0.07 0.08 0.20
C 4.495 0.331 0.341 -0.01 0.06 -0.09 -0.30
C 5.472 0.178 1.313 0.04 -0.01 -0.04 -0.58
C 6.305 -0.929 1.299 0.00 0.00 0.01 -0.59
C 6.147 -1.897 0.319 -0.03 0.02 0.00 -0.76
C 5.151 -1.771 -0.637 -0.02 -0.10 -0.02 0.12
H 5.320 -0.743 -3.054 0.00 -0.01 0.03 0.44
H 4.329 -0.599 -4.514 -0.01 0.05 0.03 0.37
H 4.789 -2.198 -3.906 -0.02 -0.03 0.07 0.35
H 0.109 -0.759 -2.405 0.08 0.02 -0.09 0.67
H 0.685 -2.103 -4.652 0.01 -0.01 -0.01 0.26
H 2.314 -2.793 -4.773 -0.02 0.01 0.03 0.39
H 1.997 -1.162 -5.372 -0.01 -0.03 -0.01 0.37
H 3.853 1.197 0.338 0.04 0.02 0.01 0.37
H 5.573 0.926 2.088 -0.03 -0.02 -0.01 0.36
H 7.067 -1.044 2.059 -0.02 0.00 -0.01 0.40
H 6.782 -2.772 0.309 -0.01 0.01 0.00 0.38
H 5.008 -2.556 -1.367 -0.05 0.01 0.03 0.46
N -1.198 0.734 -0.691 0.65 0.25 1.24 -0.50
C -2.390 1.538 -0.552 -0.09 0.07 -0.04 0.41
C -3.619 0.899 -0.529 -0.04 -0.25 0.00 -0.14
C -4.769 1.618 -0.256 0.18 -0.01 -0.01 -0.94
C -4.682 2.979 -0.009 -0.19 0.42 0.20 -0.04
C -3.463 3.640 -0.090 0.02 -0.34 -0.08 -0.98
C -2.308 2.911 -0.367 0.14 0.01 0.10 -0.10
S -6.184 3.855 0.492 0.03 -0.17 0.05 1.35
O -6.978 3.892 -0.720 -0.05 -0.03 -0.01 -0.70
O -6.707 2.978 1.536 0.11 0.11 -0.04 -0.66
O -5.715 5.147 0.961 0.10 -0.06 0.03 -0.70
H -0.507 1.163 -1.294 -0.13 -0.11 -0.29 0.50
H -1.425 -0.216 -0.973 0.01 0.05 -0.32 -0.57
H -3.668 -0.170 -0.710 0.00 0.03 0.05 0.00
H -5.734 1.127 -0.212 0.02 0.04 0.04 0.42
H -3.442 4.707 0.089 0.03 -0.03 0.02 0.52
H -1.334 3.396 -0.402 -0.07 0.03 -0.01 0.42
```
Forces are in eV/Å.

***

Entry 2:
C28H31O4PS4Se2V | ωB97M-V/def2-TZVPD

Results
LUMO level (spin up / spin down): 0.188 / 0.186 eV
multiplicity: 4
E: -246742.0319 eV
Kohn-Sham gap (spin up / spin down): 7.4078 / 7.9823 eV
<S²>: 3.761

XYZ file:
```
71
Properties=species:S:1:pos:R:3:forces:R:3:mulliken_charge:R:1
V -0.656 -0.106 -1.162 -0.10 -0.24 0.76 0.39
C -2.532 -1.741 2.061 -0.06 0.00 0.04 -0.92
C -3.377 -1.196 0.917 -0.06 -0.04 0.00 -0.79
S -2.835 0.310 0.080 -0.06 -0.01 -0.14 0.18
C -2.822 1.606 1.342 -0.05 0.02 0.05 -1.08
C -1.666 1.649 2.333 -0.05 -0.01 0.00 -0.44
S -0.087 1.813 1.471 -0.01 0.02 0.01 0.33
C 1.034 1.580 2.878 0.08 -0.05 0.08 -0.90
C 2.335 0.874 2.509 -0.01 0.03 0.06 -0.84
S 2.233 -0.777 1.782 0.05 0.01 0.04 0.03
C 1.492 -1.771 3.095 -0.04 -0.05 0.05 -1.08
C -0.032 -1.723 3.213 0.11 0.05 -0.02 -0.33
S -0.801 -1.986 1.594 -0.06 -0.04 -0.09 0.17
H -2.980 -2.686 2.375 0.05 -0.02 0.01 0.55
H -2.578 -1.067 2.918 0.04 -0.01 -0.01 0.40
H -4.397 -1.039 1.270 0.00 0.02 -0.02 0.59
H -3.416 -1.915 0.096 0.04 0.01 -0.01 0.26
H -3.768 1.548 1.883 -0.01 -0.03 -0.02 0.51
H -2.844 2.530 0.761 0.02 -0.01 -0.02 0.41
H -1.650 0.749 2.946 0.04 0.01 -0.03 -0.12
H -1.834 2.500 2.998 0.05 0.01 0.00 0.50
H 0.513 1.022 3.656 -0.02 0.02 -0.04 0.41
H 1.289 2.553 3.304 -0.03 0.02 -0.03 0.51
H 2.966 0.833 3.401 0.00 -0.02 -0.01 0.53
H 2.880 1.456 1.763 -0.02 -0.03 -0.05 0.33
H 1.943 -1.522 4.058 0.00 0.03 -0.01 0.47
H 1.795 -2.793 2.861 0.02 0.01 -0.01 0.44
H -0.363 -0.768 3.620 -0.01 -0.01 -0.04 -0.01
H -0.348 -2.504 3.908 -0.06 -0.03 -0.05 0.48
Se 1.882 0.522 -1.295 0.19 0.13 -0.25 -0.73
P 1.058 2.011 -2.643 0.27 -0.29 -0.10 1.00
Se -1.021 2.322 -2.178 -0.31 -0.09 0.00 -0.43
C 1.163 1.470 -4.375 0.06 0.00 0.03 0.58
C 1.778 0.277 -4.729 0.01 -0.02 0.08 -0.11
C 1.802 -0.118 -6.061 -0.01 0.01 -0.05 -0.67
C 1.208 0.671 -7.034 0.02 -0.03 0.02 -0.39
C 0.585 1.862 -6.678 0.00 0.01 -0.01 -0.67
C 0.562 2.260 -5.354 -0.03 0.07 -0.02 -0.67
C 2.029 3.537 -2.559 -0.08 0.03 -0.04 0.55
C 1.559 4.649 -1.874 -0.02 0.00 0.04 -0.38
C 2.346 5.788 -1.781 0.00 0.00 0.00 -0.63
C 3.601 5.815 -2.371 -0.01 0.01 0.01 -0.44
C 4.071 4.702 -3.057 0.02 0.00 -0.01 -0.63
C 3.289 3.564 -3.153 0.04 0.00 -0.02 -0.44
H 2.203 -0.359 -3.963 -0.01 0.02 0.00 0.25
H 2.271 -1.057 -6.327 0.00 0.00 -0.02 0.36
H 1.214 0.355 -8.069 0.00 -0.01 0.00 0.38
H 0.105 2.472 -7.432 0.00 -0.01 -0.01 0.44
H 0.056 3.177 -5.075 0.01 0.00 0.01 0.42
H 0.579 4.619 -1.413 0.00 -0.02 -0.01 0.23
H 1.975 6.653 -1.247 0.01 0.01 0.00 0.39
H 4.214 6.704 -2.300 0.00 0.00 0.00 0.38
H 5.049 4.722 -3.521 0.00 0.00 0.00 0.40
H 3.656 2.698 -3.690 -0.02 0.00 0.00 0.36
O -0.044 -1.859 -3.276 -0.20 0.05 -0.03 -0.63
C -1.229 -1.748 -2.956 0.31 -0.02 -0.38 0.17
O -1.632 -1.827 -1.723 -0.10 0.57 0.33 -0.70
C -2.259 -1.364 -3.980 0.02 -0.10 -0.06 0.26
C -3.608 -1.337 -3.660 0.08 -0.02 0.05 -0.26
C -4.567 -0.929 -4.588 -0.07 0.02 -0.07 -1.18
C -4.104 -0.545 -5.822 0.09 0.00 -0.04 1.11
O -4.827 -0.092 -6.892 -0.05 -0.01 0.09 -0.51
C -3.885 0.158 -7.931 -0.01 0.01 -0.07 -0.29
O -2.583 -0.114 -7.429 0.09 -0.01 0.03 -0.51
C -2.755 -0.563 -6.141 -0.09 -0.01 0.05 1.22
C -1.804 -0.971 -5.247 -0.04 0.00 -0.03 -1.14
H -3.905 -1.637 -2.665 -0.02 0.00 -0.01 0.41
H -5.622 -0.906 -4.354 0.00 0.00 0.01 0.44
H -3.948 1.207 -8.228 0.00 -0.01 -0.01 0.27
H -4.096 -0.504 -8.775 0.00 0.02 0.00 0.26
H -0.747 -0.983 -5.475 -0.01 0.00 0.00 0.58
```
Forces are in eV/Å.

***

Entry 3:
C28H32BNO4PS | ωB97M-V/def2-TZVPD

Results
net charge: +1
LUMO level: -2.961 eV
E: -60032.8694 eV
Kohn-Sham gap: 8.5537 eV

XYZ file:
```
68
Properties=species:S:1:pos:R:3:forces:R:3:mulliken_charge:R:1
C -3.026 -2.415 -4.510 0.40 0.27 -0.16 -1.18
C -1.497 -2.394 -4.677 -0.57 0.34 0.41 -0.71
C -0.830 -1.362 -3.751 -0.03 -0.24 -0.42 -0.27
C -0.779 -0.002 -4.437 0.27 0.37 0.25 -0.73
P 0.078 1.275 -3.444 0.23 -0.61 0.01 0.46
S 1.549 2.252 -4.532 -0.21 0.39 -0.17 -0.31
C -1.106 2.487 -2.829 0.45 0.41 0.06 0.38
C -1.424 3.607 -3.816 0.09 -0.31 -0.30 -0.62
C -2.513 4.513 -3.296 0.80 0.60 0.06 -0.06
O -3.658 4.275 -3.524 -1.29 -0.27 -0.28 -0.56
N -2.116 5.655 -2.589 -0.11 -0.81 0.73 -0.27
C -1.158 5.350 -1.540 0.48 0.42 -0.31 -0.38
C -1.579 4.829 -0.321 0.22 -0.02 0.10 -0.06
C -0.646 4.471 0.650 0.32 0.11 -0.33 -0.74
C 0.716 4.627 0.394 -0.23 0.18 -0.42 -0.54
C 1.131 5.161 -0.824 -0.28 0.02 -0.20 -0.62
C 0.200 5.536 -1.794 -0.25 -0.32 0.61 -0.03
B 0.934 0.472 -1.865 -0.35 -0.14 0.39 0.48
C 0.061 0.319 -0.582 0.24 0.34 -0.39 -0.79
O 2.224 0.135 -1.981 -0.07 0.17 -0.06 -0.54
H -3.317 -2.187 -3.491 -0.07 -0.16 0.25 0.30
H -3.479 -1.660 -5.144 -0.19 0.10 -0.10 0.31
H -3.438 -3.374 -4.790 -0.14 -0.20 -0.07 0.37
H -1.079 -3.373 -4.485 0.09 -0.21 0.02 0.39
H -1.288 -2.116 -5.705 0.30 -0.23 -0.24 0.36
H -1.397 -1.288 -2.830 -0.08 -0.05 0.27 0.15
H 0.171 -1.703 -3.495 0.22 0.09 0.03 0.30
H -0.241 -0.061 -5.376 0.08 -0.05 -0.22 0.51
H -1.779 0.368 -4.646 -0.20 0.09 -0.10 0.42
H 2.480 1.302 -4.360 -0.06 -0.15 0.18 0.24
H -2.000 1.953 -2.518 -0.20 -0.22 -0.09 0.60
H -0.663 2.896 -1.925 0.09 0.11 0.16 -0.78
H -0.539 4.179 -4.075 0.19 0.03 0.10 0.29
H -1.825 3.175 -4.728 -0.08 0.00 -0.20 0.64
H -2.973 6.035 -2.198 0.06 0.33 -0.07 0.38
H -2.634 4.692 -0.135 -0.16 -0.01 0.03 0.44
H -0.961 4.064 1.596 -0.16 -0.02 0.13 0.45
H 1.462 4.369 1.128 0.01 -0.10 0.20 0.48
H 2.181 5.305 -1.028 0.13 0.01 0.04 0.43
H 0.512 5.958 -2.733 0.07 0.14 -0.17 0.59
H -0.890 -0.145 -0.824 -0.17 -0.22 0.15 0.21
H -0.188 1.311 -0.203 -0.04 0.17 0.11 0.18
H 0.568 -0.215 0.217 -0.08 -0.21 0.14 0.47
H 2.551 -0.185 -1.130 0.31 -0.16 -0.09 0.33
C 4.282 -1.299 3.426 0.00 -0.03 0.00 -0.57
C 4.924 -2.318 4.120 -0.02 0.02 -0.02 -0.48
C 4.184 -3.312 4.737 0.12 0.03 -0.02 -0.63
C 2.797 -3.287 4.670 -0.08 0.05 -0.04 0.32
C 2.150 -2.258 3.984 -0.03 -0.06 0.06 0.20
C 2.899 -1.269 3.358 0.12 0.05 -0.04 -0.55
C 0.662 -2.191 3.928 -0.08 0.08 -0.06 0.59
O 0.100 -1.304 3.314 0.04 0.01 -0.09 -0.71
C -0.114 -3.237 4.645 0.09 -0.03 0.03 0.24
C -1.502 -3.166 4.653 -0.11 -0.03 0.02 -0.57
C -2.240 -4.139 5.305 0.03 -0.03 0.01 -0.49
C -1.596 -5.192 5.947 -0.01 0.04 -0.03 -0.49
C -0.213 -5.267 5.945 -0.10 -0.07 0.05 -0.57
C 0.532 -4.288 5.302 0.02 0.10 -0.06 0.20
C 2.019 -4.373 5.334 0.05 -0.13 0.08 0.52
O 2.584 -5.293 5.885 0.00 0.02 -0.01 -0.64
H 4.863 -0.523 2.945 0.01 0.01 0.01 0.41
H 6.004 -2.335 4.181 0.01 0.00 -0.01 0.41
H 4.676 -4.109 5.277 -0.08 -0.05 0.02 0.49
H 2.392 -0.473 2.831 -0.09 -0.01 0.04 0.55
H -1.996 -2.347 4.151 0.07 0.04 -0.03 0.47
H -3.320 -4.079 5.316 -0.01 0.00 0.00 0.41
H -2.175 -5.953 6.452 -0.01 0.00 0.01 0.41
H 0.294 -6.080 6.445 0.08 0.03 -0.01 0.48
```
Forces are in eV/Å.